C11H23ClIrNO6P2 as an isolated structure in a non-equilibrium geometry, computed with ωB97M-V/def2-TZVPD.

The geometry in ORCA input format:
```
! wB97M-V def2-TZVPD RIJCOSX def2/J DEFGRID3
* xyz 2 5
Ir 0.029 -0.534 -0.040
Cl -1.073 -1.762 2.318
P -1.446 -0.229 -1.678
P 1.539 0.892 0.990
O -0.044 -2.156 1.138
O -1.187 -2.963 3.085
O 1.789 4.044 -1.744
O -0.802 2.966 -0.474
O -2.327 -1.360 1.701
O -0.484 -0.666 3.074
N 1.417 -0.289 -1.649
C 1.106 2.309 2.045
C 3.453 0.489 -2.592
C 2.746 1.354 -0.322
C -2.059 1.252 -2.526
C 2.529 0.490 -1.546
C -0.465 -1.133 -2.988
C -2.897 -1.283 -1.406
C 2.523 -0.233 2.069
C 3.155 -0.165 -3.782
C 0.983 -0.698 -2.868
C 1.896 -0.746 -3.920
H 0.450 2.970 1.466
H -1.297 2.039 -2.471
H -0.527 -2.208 -2.739
H 3.853 -0.138 -4.622
H 2.775 -1.149 1.518
H 0.911 3.876 -1.375
H -2.292 1.048 -3.581
H 0.588 1.962 2.953
H -2.966 1.604 -2.015
H -3.375 -1.572 -2.349
H 1.975 -0.545 2.974
H -0.904 2.089 -0.078
H 2.011 2.864 2.326
H -2.603 -2.177 -0.845
H 3.777 1.299 0.076
H -1.652 3.405 -0.256
H 4.341 1.098 -2.482
H 2.044 4.769 -1.139
H -3.610 -0.724 -0.791
H -0.882 -0.950 -3.994
H 3.460 0.266 2.348
H 2.654 2.399 -0.628
H 1.598 -1.250 -4.836
*
```

Properties
energy relative to the best compared isomer or geometry (same formula, charge and spin)	0.0	kcal per mole
E_LUMO (alpha / beta)	-6.71 / -10.87	eV
HOMO energy (alpha / beta)	-0.576 / -0.606	hartree
max |F|	4.29	eV/A
orbital gap (alpha / beta)	8.975 / 5.626	eV

Results of the Löwdin charge analysis, in e, for atoms 1 through 6: number 1, Ir, carries 1.262; number 2, Cl, carries 0.766; number 3, P, carries 0.715; number 4, P, carries 0.774; number 5, O, carries -0.517; number 6, O, carries -0.196